1.
53
Properties=species:S:1:pos:R:3:forces:R:3 method="wB97M-V/def2-TZVPD" e_tot_ev=-40236.240 fmax_ev_per_a=1.5 homo_energy_ev=-5.6 e_lumo_ev=-2.397 homo_lumo_gap_ev=3.2
C -0.5417 2.2595 -0.9724 0.3 0.9 -0.1
C -0.8349 0.8757 -1.3450 -0.5 -0.3 -0.4
C -2.0205 0.1534 -1.1637 -0.6 -0.2 0.1
C -2.2593 -1.0344 -1.9553 0.2 -0.1 0.3
C -1.3342 -1.4166 -3.0679 0.1 -0.3 -0.2
C -3.3568 -1.8391 -1.6962 0.2 0.0 -0.1
C -4.2678 -1.5431 -0.6768 0.2 0.2 -0.3
C -5.4024 -2.4765 -0.3785 -0.2 0.0 0.2
C -4.1096 -0.3419 0.0218 0.0 0.0 0.1
C -3.0442 0.5172 -0.2085 0.1 -0.1 -0.2
C -3.0012 1.7869 0.5740 -0.3 0.2 0.5
H 0.2466 2.6451 -1.6359 -0.1 -0.2 0.3
H -1.4056 2.9413 -1.0386 0.3 -0.5 0.1
H -0.1275 2.2918 0.0483 -0.1 0.0 -0.2
H -0.0694 0.4114 -1.9615 -0.1 -0.1 0.2
H -1.6337 -2.3930 -3.4693 0.1 0.3 0.1
H -1.3764 -0.6894 -3.8912 0.1 -0.1 0.2
H -0.2986 -1.4994 -2.7189 -0.1 0.0 0.0
H -3.5105 -2.7424 -2.2908 0.1 0.3 0.1
H -6.0117 -2.0799 0.4406 0.1 -0.2 -0.2
H -6.0537 -2.6238 -1.2523 0.3 0.1 0.2
H -5.0265 -3.4665 -0.0844 0.0 0.3 -0.1
H -4.8509 -0.0821 0.7822 0.3 0.0 -0.2
H -3.8228 1.7905 1.2998 0.2 0.0 -0.1
H -2.0656 1.9011 1.1316 -0.1 0.0 -0.2
H -3.1404 2.6647 -0.0692 0.1 -0.2 0.1
C 2.3637 -3.0788 4.4076 0.0 0.2 -0.2
C 3.4734 -2.9933 3.5593 -0.3 0.1 0.0
C 3.3840 -2.2885 2.3557 -0.2 0.0 0.0
C 2.1767 -1.6865 1.9807 0.0 0.1 0.5
S 2.0061 -0.9148 0.3535 0.5 0.9 1.0
C 2.1612 0.7746 0.5939 0.0 -0.9 0.9
C 2.7034 1.7284 -0.2970 0.2 0.4 -0.5
C 3.1430 2.9753 0.2511 -0.3 -0.3 -0.3
C 3.4509 4.0549 -0.5606 -0.2 -0.3 -0.2
C 3.3242 3.9420 -1.9520 0.0 0.1 -0.2
C 2.9593 2.7125 -2.5216 0.3 0.1 0.3
C 2.7178 1.6038 -1.7236 -0.1 0.0 0.5
O 3.0825 -1.4660 -0.4408 -0.2 -0.1 -0.6
O 0.6313 -1.2312 -0.0060 -0.5 -0.5 -0.7
C 1.0798 -1.7361 2.8481 0.2 -0.1 0.1
C 1.1723 -2.4340 4.0572 0.2 0.0 -0.2
H 2.4284 -3.6437 5.3395 0.0 0.2 -0.3
H 4.4117 -3.4812 3.8275 -0.3 0.1 -0.1
H 4.2493 -2.2211 1.7001 -0.2 0.0 0.0
H 2.0872 1.0224 1.6551 0.1 -0.1 -0.3
H 3.1913 3.0375 1.3392 0.1 0.2 -0.3
H 3.7771 4.9931 -0.1112 -0.1 -0.2 -0.1
H 3.5317 4.7947 -2.5955 0.0 -0.1 0.1
H 2.8694 2.6179 -3.6066 0.1 0.0 0.3
H 2.4912 0.6317 -2.1684 0.0 0.3 0.1
H 0.1482 -1.2433 2.5748 0.2 -0.2 0.0
H 0.3042 -2.4808 4.7180 0.3 0.0 -0.2


2.
19
Properties=species:S:1:pos:R:3:forces:R:3 method="wB97M-V/def2-TZVPD" e_above_lowest_kcal_mol=37.4 e_tot_ev=-14167.161 charge=+1 fmax_ev_per_a=3.6 s_squared=0.76 homo_energy_ev="-11.1 / -13.0" multiplicity=2 e_lumo_ev="-3.657 / -3.659" homo_lumo_gap_ev="7.4 / 9.4"
O 1.3990 -0.6040 1.9176 0.6 0.9 0.9
C 1.6032 -1.5720 1.0215 -1.4 2.0 -2.6
C -0.0058 -0.4388 2.0739 -0.5 1.6 -1.7
O 2.3481 -1.4487 0.0719 0.7 -0.9 1.1
O 0.5636 -2.3922 1.0268 -0.5 -1.2 -0.1
C -0.4760 -1.8729 1.8862 -0.1 0.0 0.0
Rb 3.4683 -0.3933 -3.1883 -0.3 0.0 0.4
H -0.2196 0.0377 3.0318 0.0 -0.1 -0.3
H -1.4465 -1.9671 1.3867 0.4 0.0 0.0
H -0.4833 -2.4750 2.8045 0.0 0.3 -0.1
H -0.4278 0.5346 0.9756 1.0 -2.5 2.0
C -0.6016 1.6282 -0.4655 -0.4 1.2 0.3
C -1.0710 1.3366 -1.8530 -0.1 -0.3 0.0
O 0.0456 1.2868 -2.7388 0.5 -0.2 -0.2
H -1.3791 2.0527 0.1756 0.1 -0.3 -0.1
H 0.3075 2.2373 -0.4033 -0.1 -0.5 0.0
H -1.7573 2.1313 -2.1993 0.1 -0.2 0.3
H -1.6292 0.3870 -1.8997 0.1 0.2 0.0
H -0.2380 1.5316 -3.6243 -0.1 0.0 0.1


3.
11
Properties=species:S:1:pos:R:3:forces:R:3 method="wB97M-V/def2-TZVPD" e_above_lowest_kcal_mol=99.3 e_tot_ev=-7762.219 fmax_ev_per_a=1.4 homo_energy_ev=-9.7 e_lumo_ev=-0.167 homo_lumo_gap_ev=9.5
C 1.5664 -0.7527 -0.1675 0.1 0.2 0.5
C 0.1965 -0.0720 0.0173 -0.1 0.2 0.2
C -1.2476 1.0578 0.9925 0.4 0.1 0.5
O -1.5499 1.6934 1.9444 0.9 -0.8 -0.8
C -2.0981 0.7730 -0.2100 0.1 -0.5 -0.9
N -2.1279 0.2311 -1.2403 -0.8 0.8 0.7
H 2.2905 -0.5855 0.6237 0.1 0.0 0.1
H 2.0243 -0.4143 -1.1130 -0.3 0.1 0.5
H 1.4346 -1.8414 -0.2814 -0.1 0.4 0.3
H -0.5710 -0.8136 0.1274 -0.1 -0.1 -0.7
H 0.0823 0.7242 -0.6932 -0.2 -0.4 -0.5